Formula: C23H52O23
Source: the OMol25 dataset
Level of theory: ωB97M-V/def2-TZVPD

Bonds (Å) are listed after each position.
Atoms and positions in Å:
1 O 4.8445 1.5080 -3.5057  H2 0.962, H3 0.970
2 H 5.2191 1.8617 -2.6935  O1 0.962
3 H 3.8903 1.6522 -3.4068  O1 0.970
4 O 0.9424 -1.0465 3.6761  H5 0.966, H6 0.963
5 H 1.6171 -0.8891 4.3491  O4 0.966
6 H 0.2037 -1.4302 4.1611  O4 0.963
7 O -2.0908 1.9736 1.9938  H8 0.971, H9 0.965
8 H -2.4452 1.2001 2.4618  O7 0.971
9 H -2.0793 2.6773 2.6538  O7 0.965
10 O -3.0955 1.7142 -0.9516  H11 0.978, H12 0.966
11 H -3.4022 0.8302 -0.6667  O10 0.978
12 H -2.7907 2.1299 -0.1351  O10 0.966
13 O -2.4082 -0.3209 3.6303  H14 0.970, H15 0.964
14 H -1.4629 -0.1305 3.7357  O13 0.970
15 H -2.6476 -0.8422 4.4050  O13 0.964
16 C -2.9156 0.8137 -4.9422  C17 1.501, H23 1.088, H24 1.093, H25 1.094
17 C -1.4493 1.0568 -5.1519  C16 1.501, C18 1.555, O22 1.438, H26 1.091
18 C -0.5183 0.8885 -3.9184  C17 1.555, O19 1.435, H27 1.086, H28 1.088
19 O 0.3628 -0.1524 -4.3663  C18 1.435, C20 1.322
20 C 0.2200 -0.4293 -5.6514  O19 1.322, O21 1.195, O22 1.361
21 O 0.9672 -1.1152 -6.2824  C20 1.195
22 O -0.8716 0.2066 -6.1572  C17 1.438, C20 1.361
23 H -3.4456 1.1062 -5.8461  C16 1.088
24 H -3.3034 1.3318 -4.0610  C16 1.093
25 H -3.1807 -0.2130 -4.6718  C16 1.094
26 H -1.2605 2.0903 -5.4457  C17 1.091
27 H -1.0309 0.6428 -2.9929  C18 1.086
28 H 0.1640 1.7112 -3.7138  C18 1.088
29 C 1.2814 6.6372 2.5029  C30 1.498, H36 1.093, H37 1.094, H38 1.102
30 C 1.9035 5.4444 3.1608  C29 1.498, C31 1.528, O35 1.436, H39 1.092
31 C 1.2498 4.1140 2.7895  C30 1.528, O32 1.399, H40 1.095, H41 1.104
32 O 2.3142 3.2345 3.0138  C31 1.399, C33 1.386
33 C 3.4854 3.8870 2.6615  O32 1.386, O34 1.180, O35 1.344
34 O 4.5060 3.3338 2.4525  C33 1.180
35 O 3.2217 5.2052 2.6428  C30 1.436, C33 1.344
36 H 1.7993 7.5784 2.7037  C29 1.093
37 H 0.2012 6.8026 2.5460  C29 1.094
38 H 1.3178 6.6307 1.4017  C29 1.102
39 H 2.0249 5.6238 4.2316  C30 1.092
40 H 0.6193 4.1005 1.8944  C31 1.095
41 H 0.4725 3.9248 3.5497  C31 1.104
42 C 0.8373 -4.4770 -3.4045  C43 1.518, H49 1.091, H50 1.089, H51 1.092
43 C 2.1355 -4.0533 -2.7423  C42 1.518, C44 1.551, O48 1.432, H52 1.092
44 C 2.5907 -2.5850 -2.9460  C43 1.551, O45 1.434, H53 1.088, H54 1.088
45 O 2.8924 -2.1746 -1.6060  C44 1.434, C46 1.319
46 C 2.5761 -3.1021 -0.7224  O45 1.319, O47 1.193, O48 1.361
47 O 2.6663 -2.9523 0.4579  C46 1.193
48 O 1.9267 -4.1340 -1.3279  C43 1.432, C46 1.361
49 H 0.9691 -4.5272 -4.4866  C42 1.091
50 H -0.0107 -3.8460 -3.1422  C42 1.089
51 H 0.5655 -5.4880 -3.0942  C42 1.092
52 H 2.9578 -4.6798 -3.0934  C43 1.092
53 H 1.8888 -1.9065 -3.4268  C44 1.088
54 H 3.5243 -2.5846 -3.5046  C44 1.088
55 C -0.5299 -0.7447 0.1080  C56 1.526, H62 1.091, H63 1.091, H64 1.088
56 C 0.1017 0.6436 0.0587  C55 1.526, C57 1.517, O61 1.422, H65 1.087
57 C 1.2924 0.8037 0.9844  C56 1.517, O58 1.443, H66 1.092, H67 1.087
58 O 2.2828 1.4466 0.1555  C57 1.443, C59 1.354
59 C 1.8660 1.4513 -1.1324  O58 1.354, O60 1.191, O61 1.343
60 O 2.4986 1.9507 -2.0089  C59 1.191
61 O 0.6479 0.8952 -1.2294  C56 1.422, C59 1.343
62 H -1.3292 -0.5932 -0.6190  C55 1.091
63 H -1.0129 -0.9379 1.0670  C55 1.091
64 H 0.1207 -1.5966 -0.0796  C55 1.088
65 H -0.6548 1.3882 0.2941  C56 1.087
66 H 1.7457 -0.1610 1.2217  C57 1.092
67 H 0.9823 1.2929 1.9047  C57 1.087
68 C -3.2144 -4.9479 1.9716  C69 1.523, H75 1.085, H76 1.093, H77 1.088
69 C -4.0526 -3.8319 1.3627  C68 1.523, C70 1.528, O74 1.456, H78 1.090
70 C -4.8494 -3.0095 2.3745  C69 1.528, O71 1.435, H79 1.090, H80 1.087
71 O -4.9581 -1.7572 1.6819  C70 1.435, C72 1.342
72 C -3.8896 -1.6577 0.8755  O71 1.342, O73 1.201, O74 1.319
73 O -3.6419 -0.6657 0.2455  C72 1.201
74 O -3.1927 -2.7775 0.8430  C69 1.456, C72 1.319
75 H -2.6106 -5.5276 1.2809  C68 1.085
76 H -3.9234 -5.5991 2.4900  C68 1.093
77 H -2.5268 -4.5224 2.6990  C68 1.088
78 H -4.6862 -4.3008 0.6099  C69 1.090
79 H -4.3186 -2.8736 3.3165  C70 1.090
80 H -5.8347 -3.4303 2.5552  C70 1.087
81 C 0.2714 -5.2101 2.0115  O82 1.414, H83 1.093, H84 1.093, H85 1.088
82 O -0.4063 -3.9690 1.9906  C81 1.414, H86 0.962
83 H 0.8480 -5.3642 2.9276  C81 1.093
84 H -0.4050 -6.0683 2.0206  C81 1.093
85 H 0.9144 -5.2650 1.1352  C81 1.088
86 H 0.1044 -3.3150 1.5046  O82 0.962
87 C 5.1831 -0.1441 0.3530  O88 1.409, H89 1.094, H90 1.092, H91 1.095
88 O 4.7430 0.4268 1.5641  C87 1.409, H92 0.956
89 H 6.2655 -0.1419 0.5149  C87 1.094
90 H 4.8261 -1.1652 0.2041  C87 1.092
91 H 5.0391 0.4585 -0.5500  C87 1.095
92 H 3.8610 0.7959 1.5679  O88 0.956
93 C -2.8871 5.0282 0.4392  O94 1.413, H95 1.094, H96 1.087, H97 1.098
94 O -1.5317 4.8485 0.7954  C93 1.413, H98 0.962
95 H -3.4060 5.6654 1.1606  C93 1.094
96 H -3.0213 5.4069 -0.5710  C93 1.087
97 H -3.4830 4.1215 0.6082  C93 1.098
98 H -1.1774 4.1213 0.2742  O94 0.962

Calculated values
- Total charge: 0
- HOMO level: -9.262 eV
- ΔE to the lowest compared entry with this formula, charge and spin: 6.1 kcal per mole